The following is a quantum chemistry calculation of a structure of composition C48H54AsN3O6P2S4V in a non-equilibrium geometry, from the Open Molecules 2025 dataset.

Last column: Löwdin spin population.
Cartesian coordinates (Å):
V -0.46951 1.01458 -0.22926  1.0084
S 4.66588 -0.36764 0.20173  0.0002
C 3.36308 0.11527 -0.72077  0.0010
S 3.23380 1.40236 -1.79078  0.0008
S 1.81734 -0.86222 -0.80624  0.0016
C -4.71557 5.58349 0.48242  -0.0001
C -3.51560 6.27080 0.58103  -0.0002
C -2.31667 5.63926 0.25686  -0.0010
C -2.29343 4.31203 -0.16097  -0.0063
C -3.51379 3.64470 -0.28538  -0.0017
C -4.71177 4.26773 0.02959  0.0000
P -0.75163 3.33308 -0.54281  -0.0173
C 0.51509 4.40555 0.27293  -0.0040
C 0.39370 4.67557 1.63781  -0.0017
C 1.41883 5.29190 2.33623  -0.0001
C 2.59498 5.64293 1.67871  -0.0014
C 2.73048 5.36656 0.32762  -0.0001
C 1.69796 4.74336 -0.36920  -0.0014
C -0.54373 3.72726 -2.31290  0.0006
C -0.63940 4.95603 -2.90667  0.0003
C -0.48795 5.06948 -4.30592  -0.0001
C -0.25488 3.95105 -5.05957  -0.0002
C -0.16927 2.66458 -4.46964  -0.0018
C 0.02372 1.48874 -5.24321  -0.0061
C 0.01627 0.28636 -4.60057  -0.0003
C -0.16267 0.19389 -3.19749  -0.0026
C -0.29537 1.28105 -2.34760  -0.0066
C -0.31489 2.54378 -3.06437  -0.0034
H -5.64518 6.06169 0.76906  0.0000
H -3.50504 7.30057 0.91963  -0.0001
H -1.38893 6.19166 0.34181  0.0000
H -3.50906 2.61043 -0.60517  -0.0009
H -5.64245 3.71956 -0.06459  0.0000
H -0.51081 4.37978 2.16065  -0.0001
H 1.31008 5.47653 3.39882  0.0000
H 3.40908 6.10523 2.22524  -0.0001
H 3.65061 5.61097 -0.18885  0.0000
H 1.83323 4.49095 -1.41438  0.0000
H -0.82006 5.84172 -2.30638  0.0000
H -0.55733 6.04209 -4.78073  0.0000
H -0.14346 4.03506 -6.13690  -0.0001
H 0.17318 1.56280 -6.31539  -0.0006
H 0.15116 -0.62674 -5.17486  0.0002
H -0.17422 -0.80996 -2.78220  0.0001
O -3.57489 1.91672 3.27880  0.0003
As -2.29364 0.83575 2.64342  0.0015
O -2.99450 -0.66274 2.63424  0.0027
O -1.93791 1.66883 1.20896  0.0123
C -1.02775 1.32575 4.02512  -0.0003
C -1.47089 1.72267 5.28429  -0.0001
C -0.56880 2.25002 6.19352  0.0000
C 0.77102 2.40273 5.85004  0.0000
C 1.22791 1.99472 4.60969  0.0001
C 0.32361 1.45667 3.70089  0.0004
S 0.95945 0.72046 2.20165  0.0006
O 1.03451 1.76584 1.16378  0.0092
O 2.20345 0.13332 2.59825  0.0002
O -0.12698 -0.23453 1.81417  0.0022
H -4.03081 2.23852 2.49317  0.0000
H -2.52002 1.63148 5.52874  0.0000
H -0.91037 2.55585 7.17559  0.0000
H 1.46433 2.83403 6.56212  0.0000
H 2.27236 2.06733 4.33647  0.0000
C 0.55053 -5.88917 -0.98298  0.0000
C 0.87745 -4.40153 -1.14615  0.0000
C 1.45575 -4.17326 -2.55569  0.0000
C -0.42516 -3.59664 -1.12317  0.0001
P 2.07641 -3.66071 0.12297  -0.0001
N 1.83027 -2.11851 0.27945  -0.0003
C 3.80626 -4.26251 -0.32884  0.0000
C 4.72769 -3.96054 0.86775  0.0000
C 4.32909 -3.42619 -1.52508  0.0000
C 3.95678 -5.74774 -0.67429  0.0000
C 1.61559 -4.28066 1.83309  0.0000
C 2.25932 -3.35240 2.88429  0.0000
C 1.99657 -5.73733 2.12753  0.0000
C 0.09902 -4.11416 2.02467  0.0000
H -0.11105 -6.18902 -1.80444  0.0000
H 0.02923 -6.10391 -0.05129  0.0000
H 1.43323 -6.52367 -1.02593  0.0000
H 0.66266 -4.37136 -3.28444  0.0000
H 2.28298 -4.84114 -2.78076  0.0000
H 1.78599 -3.14231 -2.69813  0.0000
H -1.01403 -3.86177 -2.00815  0.0000
H -0.21772 -2.53234 -1.16948  0.0001
H -1.03469 -3.79081 -0.24350  0.0000
H 4.60291 -2.93623 1.21567  0.0000
H 5.76515 -4.06321 0.53241  0.0000
H 4.57232 -4.65960 1.68840  0.0000
H 3.92671 -2.41590 -1.55870  0.0000
H 4.13019 -3.91638 -2.47493  0.0000
H 5.41097 -3.31186 -1.42254  0.0000
H 3.70242 -6.40824 0.15205  0.0000
H 5.01017 -5.92089 -0.92300  0.0000
H 3.37143 -6.04045 -1.54385  0.0000
H 3.34095 -3.44162 2.93085  0.0000
H 1.84739 -3.62120 3.86394  0.0000
H 2.03238 -2.30505 2.67614  0.0000
H 3.06952 -5.86146 2.25335  0.0000
H 1.66099 -6.43553 1.36068  0.0000
H 1.52189 -6.02939 3.07021  0.0000
H -0.20878 -3.09559 1.78105  0.0000
H -0.12513 -4.27706 3.08288  0.0000
H -0.49344 -4.82350 1.44866  0.0000
N -3.46499 -1.84227 -0.20788  0.0047
C -2.24912 -1.28428 -0.03519  0.0129
N -2.03329 -0.25061 -0.79534  -0.0009
C -3.21898 -0.09275 -1.53190  -0.0001
C -3.55926 0.83221 -2.51586  -0.0013
C -4.82154 0.74669 -3.06876  0.0006
C -5.74366 -0.23285 -2.65407  -0.0003
C -5.41271 -1.15531 -1.68029  0.0001
C -4.13588 -1.06475 -1.14131  0.0008
H -3.87705 -2.46327 0.46659  0.0001
H -1.53479 -1.68447 0.66393  0.0002
H -2.85010 1.59069 -2.82347  -0.0005
H -5.10790 1.45481 -3.83625  0.0000
H -6.72772 -0.26529 -3.10564  0.0000
H -6.11911 -1.90504 -1.34553  0.0000

Calculated values
Total charge ... -2
HOMO level (spin up / spin down) ... -1.065 / -0.306 eV
Multiplicity ... 2
M ... 1085.06 g mol⁻¹
Gap between HOMO and LUMO (spin up / spin down) ... 4.921 / 4.161 eV